Entry 1:
124
Properties=species:S:1:pos:R:3:lowdin_spin:R:1 method="wB97M-V/def2-TZVPD" gap_ev="8.43 / 8.43" spin_multiplicity=2 s2=0.763
O -2.4913 0.2325 0.4684 -0.126
V -2.9178 -0.1964 1.8906 1.056
C -6.6304 -1.1664 3.1655 0.001
C -5.2095 -0.6644 2.9704 0.008
O -4.2986 -0.6243 3.8069 0.004
O -4.9576 -0.2036 1.7660 0.011
H -6.9548 -1.6971 2.2085 0.000
H -7.3471 -0.3928 3.3718 0.000
H -6.5622 -1.8494 3.9666 0.000
C 0.6477 -1.0112 4.0895 0.000
C -0.1421 -0.6961 2.8018 0.006
O 0.4454 -0.2539 1.8475 0.006
O -1.4438 -0.8361 2.9477 0.013
H 0.2581 -0.3584 4.8808 0.000
H 1.6929 -0.8982 3.9263 0.000
H 0.5112 -2.0198 4.5051 0.000
C -3.9116 3.8133 2.4246 0.000
C -3.9691 2.4088 2.9106 0.004
O -2.7448 1.6492 2.7006 0.010
H -3.5363 3.9527 1.3761 0.000
H -3.2255 4.4349 3.0645 0.000
H -4.9320 4.2152 2.4438 0.000
H -4.8165 1.8488 2.4839 0.000
H -4.1572 2.2506 3.9908 0.000
H -2.0067 2.2543 2.5680 0.001
C -1.7147 -3.9398 2.6109 0.000
C -1.9348 -3.0810 1.3988 0.001
O -3.0678 -2.2182 1.5025 0.003
H -2.4181 -3.5587 3.3560 0.000
H -0.6945 -3.6588 3.0449 0.000
H -1.7391 -5.0030 2.5689 0.000
H -2.0729 -3.7115 0.5342 0.000
H -1.0584 -2.5500 1.0670 0.000
H -3.8558 -2.6389 1.1466 0.001
C 3.4417 -3.1860 1.6499 0.000
C 2.9004 -4.2850 0.7760 0.000
C 1.4030 -4.0397 0.4045 0.000
C 1.2535 -2.8837 -0.5232 0.000
C 1.9880 -3.2076 -1.8470 0.000
C 3.4820 -3.5282 -1.6467 0.000
N 3.6586 -4.4412 -0.5014 0.000
O 5.0428 -4.6952 -0.3054 0.000
C 3.9154 -4.3767 -2.9191 0.000
C 4.2984 -2.2181 -1.4849 0.000
C 2.9866 -5.6274 1.4879 0.000
H 4.5111 -3.1021 1.6761 0.000
H 3.0192 -3.2594 2.7010 0.000
H 3.0679 -2.2221 1.2919 0.000
H 1.1845 -4.9823 -0.0835 0.000
H 0.7894 -3.9459 1.3235 0.000
H 1.6471 -1.9680 0.0386 0.000
H 0.2024 -2.6857 -0.7740 0.000
H 1.9581 -2.3564 -2.5963 0.000
H 1.5859 -4.1024 -2.2886 0.000
H 3.3236 -5.3029 -3.0915 0.000
H 3.8661 -3.6969 -3.7491 0.000
H 4.9836 -4.6465 -2.8958 0.000
H 5.2206 -2.4065 -1.0058 0.000
H 4.4650 -1.8611 -2.4977 0.000
H 3.6722 -1.5453 -0.9140 0.000
H 2.5623 -6.4335 0.9338 0.000
H 2.3348 -5.6735 2.4018 0.000
H 4.0124 -5.8587 1.8709 0.000
H 5.3909 -3.8260 -0.1304 0.000
C 2.6318 2.7464 3.0564 0.000
C 1.7135 3.9310 2.8143 0.000
C 2.5778 5.1291 2.4594 0.000
C 3.1249 5.0016 1.0410 0.000
C 1.9362 4.8393 0.0409 0.000
C 0.9087 3.7694 0.3987 0.000
N 0.6755 3.8793 1.8666 0.000
O -0.1776 2.7787 2.1933 0.000
C -0.4263 4.0371 -0.2952 0.000
C 1.4096 2.4312 -0.0511 0.000
C 1.0502 4.0971 4.2726 0.000
H 3.2978 2.4705 2.2545 0.000
H 2.0961 1.8206 3.3810 0.000
H 3.3642 2.9006 3.9424 0.000
H 1.9021 5.9824 2.5637 0.000
H 3.3654 5.2072 3.1917 0.000
H 3.7862 4.1805 0.8293 0.000
H 3.6790 5.9413 0.7816 0.000
H 2.2977 4.6412 -0.9906 0.000
H 1.4379 5.8522 -0.0876 0.000
H -0.3708 4.3135 -1.3411 0.000
H -1.1628 3.2060 -0.2545 0.000
H -0.8540 4.8898 0.2281 0.000
H 0.7793 1.5793 0.2584 0.000
H 1.3599 2.4237 -1.1571 0.000
H 2.4022 2.2112 0.2295 0.000
H 0.3260 4.9182 4.2499 0.000
H 1.8135 4.2722 5.0568 0.000
H 0.5058 3.1996 4.5534 0.000
H 0.2910 1.9841 2.0284 0.000
C -2.9784 -0.9231 -3.8754 0.000
C -2.4303 0.0970 -4.7773 0.000
C -2.8499 1.5561 -4.3456 0.000
C -2.0687 2.0626 -3.0876 0.000
C -0.5904 2.0088 -3.3047 0.000
C -0.1167 0.5788 -3.7129 0.000
N -0.9527 0.1844 -4.9270 0.000
O -0.4524 -1.0726 -5.4632 0.000
C 1.3753 0.7978 -4.1883 0.000
C -0.2105 -0.5307 -2.6182 0.000
C -2.9136 0.0608 -6.2273 0.000
H -4.0696 -1.0570 -4.0385 0.000
H -2.9031 -0.6316 -2.8247 0.000
H -2.4111 -1.8490 -4.1164 0.000
H -2.8263 2.2496 -5.1460 0.000
H -3.8802 1.4312 -4.1149 0.000
H -2.3130 1.5654 -2.1898 0.000
H -2.3599 3.1048 -3.0445 0.000
H 0.0192 2.3950 -2.4903 0.000
H -0.4148 2.6359 -4.1419 0.000
H 1.8062 -0.1981 -4.3891 0.000
H 1.4472 1.3634 -5.0878 0.000
H 1.9180 1.3333 -3.4239 0.000
H -1.0408 -0.3809 -1.9613 0.000
H -0.3578 -1.5139 -3.0687 0.000
H 0.7227 -0.6570 -2.0898 0.000
H -2.3281 0.9370 -6.6325 0.000
H -4.0017 0.1924 -6.2736 0.000
H -2.6681 -0.8484 -6.7221 0.000
H -0.8030 -0.9949 -6.3392 0.000

***

Entry 2:
109
Properties=species:S:1:pos:R:3:mulliken_charge:R:1 method="wB97M-V/def2-TZVPD" charge=+2 gap_ev=1.93 spin_multiplicity=1
Hg -16.0792 -12.6487 1.9744 1.340
O -17.8661 -16.1035 -0.2084 -0.321
H -17.1567 -16.6039 -0.6183 0.509
H -17.7750 -15.1524 -0.3014 0.424
H -17.8881 -16.3113 0.7286 0.050
C -16.7614 -16.6428 4.6971 0.372
F -16.6168 -15.6833 5.5699 -0.172
F -15.8751 -17.6253 5.0005 -0.031
F -18.0683 -17.0710 4.7669 -0.079
S -16.3843 -16.0402 2.9274 0.360
O -17.1926 -16.8433 1.9939 0.181
O -16.6862 -14.6119 2.8436 -0.329
O -14.9312 -16.1856 2.7078 -0.940
C -13.6266 -16.1871 7.7399 -1.015
C -13.4151 -17.5063 8.4468 1.045
C -12.1227 -18.1836 8.0923 -1.430
O -13.5555 -17.3268 9.8302 -0.624
H -14.6873 -16.1060 7.5022 0.125
H -13.0733 -15.9948 6.8206 0.183
H -13.4662 -15.3772 8.4514 0.385
H -14.2775 -18.1227 8.1932 -0.041
H -11.8602 -18.0606 7.0416 0.322
H -12.2096 -19.2434 8.3320 0.324
H -11.2766 -17.8671 8.7023 0.391
H -14.3302 -17.7626 10.1929 0.369
C -14.8386 -20.4636 6.2766 -0.818
C -15.7645 -21.5786 5.8905 0.351
C -16.8855 -21.2865 4.9142 -0.957
O -15.0567 -22.5521 5.2943 -0.567
H -14.0254 -20.3225 5.5647 0.278
H -14.3847 -20.7072 7.2372 0.419
H -15.4107 -19.5513 6.4457 -0.127
H -16.1897 -21.9961 6.8032 0.370
H -16.5063 -20.5998 4.1574 -0.168
H -17.5853 -20.7730 5.5736 0.231
H -17.3319 -22.1552 4.4303 0.611
H -15.7461 -23.1821 5.0722 0.333
C -18.7257 -20.2864 2.3453 -1.589
C -19.1498 -19.4773 1.1231 2.219
C -19.4256 -20.2081 -0.1330 -1.717
O -20.3440 -18.8622 1.4436 -0.437
H -18.5241 -19.5161 3.0898 0.347
H -17.7849 -20.8100 2.1761 0.252
H -19.4148 -21.0003 2.7965 0.440
H -18.4247 -18.6688 1.0300 -0.814
H -19.4401 -19.4164 -0.8821 0.427
H -20.4066 -20.6580 -0.2854 0.375
H -18.7228 -20.9753 -0.4577 0.328
H -20.5862 -19.1120 2.3383 0.203
C -22.5908 -16.2667 2.3084 -1.195
C -21.3323 -15.4451 1.7596 -0.159
C -20.1273 -15.5033 2.6666 -0.050
O -21.0086 -16.1146 0.5577 -0.582
H -22.7667 -15.7564 3.2554 0.334
H -22.5012 -17.3410 2.4696 0.305
H -23.4279 -15.9076 1.7097 0.376
H -21.6360 -14.4260 1.5201 0.448
H -20.3876 -15.1913 3.6780 0.459
H -19.4221 -14.7597 2.2954 -0.075
H -19.7474 -16.5209 2.7571 -0.137
H -21.2032 -17.0120 0.8377 0.320
C -20.5924 -16.9692 8.5501 -1.413
C -21.6140 -17.6252 7.5956 0.505
C -22.7084 -16.6464 7.1925 -0.980
O -20.9312 -18.2270 6.5131 -0.446
H -21.0351 -16.4897 9.4232 0.416
H -19.8803 -16.3387 8.0177 0.380
H -20.0743 -17.7929 9.0412 0.343
H -22.1639 -18.4046 8.1230 0.293
H -23.5722 -17.2895 7.0242 0.346
H -22.3913 -16.1465 6.2773 0.060
H -22.8739 -15.8729 7.9425 0.335
H -20.1925 -17.6382 6.3422 0.159
C -13.7967 -11.6909 5.8485 -1.396
C -13.8408 -12.6111 4.6250 0.217
C -13.4990 -14.0529 5.0107 -1.179
O -15.1244 -12.6249 4.1813 -0.357
H -14.1878 -10.7217 5.5389 0.426
H -12.7569 -11.5660 6.1506 0.383
H -14.5143 -12.0602 6.5812 0.394
H -13.2608 -12.2516 3.7750 0.259
H -12.4372 -13.9312 5.2251 0.560
H -13.7208 -14.7511 4.2036 0.267
H -14.0347 -14.3338 5.9174 0.303
H -15.6860 -12.7190 4.9542 0.303
C -15.1269 -20.7237 0.1976 -1.537
C -14.8789 -19.7527 1.3043 1.943
C -13.6965 -20.0934 2.1560 -1.567
O -14.7057 -18.4696 0.6369 -0.598
H -15.8936 -20.3427 -0.4771 0.380
H -15.5992 -21.6533 0.5151 0.383
H -14.2128 -21.0887 -0.2708 0.391
H -15.6960 -19.4967 1.9788 -0.586
H -13.9574 -20.8855 2.8578 0.372
H -13.3290 -19.2373 2.7218 0.324
H -12.8057 -20.3479 1.5818 0.417
H -14.3485 -17.8234 1.2505 0.075
C -11.6050 -14.0391 1.3194 -1.363
C -12.9769 -13.7740 0.6748 0.426
C -13.2886 -14.8114 -0.3206 -1.325
O -14.0717 -13.8485 1.6200 0.082
H -10.8867 -13.5192 0.6855 0.509
H -11.2419 -15.0658 1.2744 0.337
H -11.4725 -13.6075 2.3115 0.271
H -12.9182 -12.7618 0.2748 0.437
H -14.2635 -14.8123 -0.8083 0.236
H -13.2961 -15.8271 0.0750 0.306
H -12.5442 -14.8010 -1.1168 0.436
H -13.9991 -14.6901 2.0761 0.037

***

Entry 3:
97
Properties=species:S:1:pos:R:3:lowdin_spin:R:1 method="wB97M-V/def2-TZVPD" de_lowest_kcal_mol=0.0 charge=+2 gap_ev="8.18 / 5.34" spin_multiplicity=3 s2=2.029
Au 1.8879 0.7738 -0.1020 0.391
C -4.2955 -2.6230 -3.4906 0.005
C -4.9648 -2.7041 -2.1221 0.003
C -6.4257 -2.2920 -2.2547 0.000
C -4.8860 -4.0979 -1.5053 0.004
N -4.2769 -1.7241 -1.1856 0.078
C -4.8902 -0.7006 -0.5741 0.135
C -3.9457 -0.0275 0.1846 0.135
N -2.7681 -0.6453 0.0305 0.074
B -1.3728 -0.1771 0.5996 0.006
N -1.5240 1.2189 1.2348 0.005
C -2.1527 1.4613 2.4384 0.007
C -1.8719 2.7269 2.8065 0.002
N -1.0456 3.2666 1.8417 0.014
C -0.8331 2.3275 0.8992 0.015
S 0.1644 2.4694 -0.5078 0.168
C -0.4685 4.6614 1.8970 0.001
C -0.9825 5.3491 3.1577 0.000
C 1.0549 4.5621 1.9744 0.000
C -0.9424 5.4412 0.6752 0.007
N -0.9025 -1.1446 1.7126 0.012
C -1.4965 -2.3047 2.1502 0.011
C -0.6966 -2.8506 3.0892 0.008
N 0.4068 -2.0344 3.2255 0.014
C 0.2645 -0.9910 2.3733 0.017
S 1.3138 0.3893 2.2682 0.117
C 1.5426 -2.3023 4.1804 0.001
C 2.8417 -2.4288 3.3879 0.000
C 1.2766 -3.6231 4.8969 0.000
C 1.6003 -1.1824 5.2151 0.005
C -2.9381 -1.7125 -0.8242 0.015
S -1.7368 -2.7566 -1.2636 0.507
H -4.8185 -3.3012 -4.1637 0.000
H -3.2516 -2.9191 -3.4611 0.004
H -4.3733 -1.6158 -3.9008 0.000
H -6.8948 -2.9863 -2.9497 0.000
H -6.5394 -1.2918 -2.6740 0.000
H -6.9680 -2.3624 -1.3118 0.000
H -5.4404 -4.7865 -2.1418 0.000
H -5.3471 -4.1098 -0.5172 0.000
H -3.8637 -4.4580 -1.4312 0.003
H -5.9343 -0.4822 -0.6947 0.006
H -4.0718 0.8561 0.7842 0.006
H -0.5986 -0.1713 -0.3018 0.001
H -2.7202 0.7063 2.9538 0.001
H -2.1846 3.2748 3.6730 0.000
H -0.6587 4.8401 4.0657 0.000
H -2.0680 5.4497 3.1608 0.000
H -0.5642 6.3536 3.1792 0.000
H 1.3534 3.8722 2.7653 0.000
H 1.4557 5.5461 2.2147 0.000
H 1.4903 4.2352 1.0343 0.000
H -2.0302 5.5155 0.6611 0.000
H -0.6045 4.9880 -0.2535 0.006
H -0.5349 6.4504 0.7235 0.000
H -2.4397 -2.6518 1.7712 0.001
H -0.8305 -3.7431 3.6667 0.001
H 2.7337 -3.1769 2.5999 0.000
H 3.6298 -2.7619 4.0623 0.000
H 3.1435 -1.4797 2.9535 0.000
H 1.2349 -4.4671 4.2080 0.000
H 0.3655 -3.5929 5.4936 0.000
H 2.1042 -3.7979 5.5819 0.000
H 1.7809 -0.2106 4.7621 0.004
H 2.4156 -1.3879 5.9082 0.000
H 0.6729 -1.1418 5.7875 0.000
C 0.7803 0.1545 -2.9058 0.004
N 0.8237 0.0077 -4.3419 0.005
C 1.8614 -0.9657 -4.6904 0.000
N 3.1756 -0.5363 -4.2084 0.005
C 3.1198 -0.3826 -2.7752 0.002
N 2.0994 0.6247 -2.3520 0.080
C 2.4417 1.9178 -3.0321 0.000
N 2.4847 1.7658 -4.4668 0.003
C 1.1778 1.3018 -4.9370 0.000
C 3.4922 0.7618 -4.8123 0.000
H 0.5505 -0.8041 -2.4352 0.005
H 0.0214 0.8822 -2.6216 -0.001
H 1.8998 -1.0780 -5.7735 0.000
H 1.6127 -1.9321 -4.2471 0.000
H 4.0900 -0.0506 -2.4065 0.000
H 2.8559 -1.3350 -2.3106 0.000
H 3.4144 2.2443 -2.6580 0.000
H 1.6881 2.6578 -2.7625 -0.001
H 1.2059 1.1994 -6.0214 0.000
H 0.4178 2.0387 -4.6729 0.000
H 4.4707 1.0955 -4.4617 0.000
H 3.5314 0.6498 -5.8952 0.000
C 4.7818 -1.5387 0.0515 0.005
S 4.2064 0.0481 0.6792 0.080
C 5.4445 1.1620 -0.0110 0.014
H 5.7119 -1.7884 0.5592 0.003
H 4.9446 -1.5182 -1.0225 0.000
H 4.0302 -2.2842 0.3021 0.000
H 5.4796 1.1169 -1.0963 0.001
H 6.4179 0.8989 0.3990 0.005
H 5.1879 2.1695 0.3086 0.000

***

Entry 4:
93
Properties=species:S:1:pos:R:3:mulliken_charge:R:1 method="wB97M-V/def2-TZVPD" charge=+1 gap_ev=8.69 spin_multiplicity=1
C 3.6834 -3.0020 2.0516 -1.024
C 2.3774 -3.8150 1.9031 -0.464
C 1.4768 -3.1333 0.8732 -0.306
O 0.0641 -3.4217 1.2273 -0.219
P -0.8484 -2.1712 1.3284 0.267
C -2.4007 -2.6938 2.2057 0.713
C -2.4802 -4.2136 2.1956 -1.439
F -2.4097 -2.1834 3.4693 -0.289
H 3.7605 -2.1940 1.3288 0.334
H 3.7056 -2.5857 3.0557 0.168
H 4.5786 -3.6074 1.9549 0.436
H 2.6305 -4.8298 1.6078 0.264
H 1.8254 -3.8843 2.8370 0.334
H 1.6814 -2.0651 0.8479 0.207
H 1.6832 -3.5808 -0.0942 0.281
H -0.2635 -1.1137 2.0424 0.188
H -1.2544 -1.6657 0.0824 0.137
H -3.2596 -2.3114 1.6455 0.241
H -3.5217 -4.4838 2.3521 0.379
H -2.1929 -4.6435 1.2406 0.372
H -1.8941 -4.6515 2.9958 0.386
C 2.7247 1.2306 -2.2901 -0.746
C 2.1566 -0.1229 -1.9028 0.317
C 0.8061 -0.3639 -2.5590 -1.370
O 2.0210 -0.1956 -0.4745 -0.494
H 2.0656 2.0381 -1.9653 0.180
H 3.6894 1.3926 -1.8066 0.185
H 2.8584 1.3063 -3.3706 0.307
H 2.8498 -0.9144 -2.1922 0.352
H 0.0846 0.3957 -2.2425 0.313
H 0.4033 -1.3376 -2.2655 0.298
H 0.8824 -0.3355 -3.6455 0.428
H 1.4135 0.5049 -0.2067 0.313
C -5.5100 -0.9192 3.6456 -1.242
C -6.5520 -0.9012 2.5408 0.453
C -7.9267 -1.2863 3.0572 -1.106
O -6.1528 -1.8060 1.4993 -0.559
H -5.4166 -1.9235 4.0703 0.305
H -4.5314 -0.6463 3.2451 0.192
H -5.7614 -0.2270 4.4492 0.436
H -6.5951 0.0932 2.0959 0.290
H -7.9158 -2.3008 3.4678 0.342
H -8.6550 -1.2750 2.2464 0.160
H -8.2623 -0.6013 3.8363 0.371
H -6.1199 -2.6896 1.8843 0.344
C -8.8216 -0.4743 -1.7793 -1.258
C -9.7679 -1.2537 -0.8791 0.581
C -11.0092 -1.6991 -1.6368 -1.395
O -10.1457 -0.4484 0.2383 -0.541
H -9.3076 0.4291 -2.1578 0.346
H -7.9395 -0.1566 -1.2213 0.282
H -8.4982 -1.0761 -2.6300 0.373
H -9.2523 -2.1260 -0.4743 0.246
H -11.5627 -0.8336 -2.0107 0.348
H -11.6811 -2.2508 -0.9788 0.349
H -10.7496 -2.3363 -2.4834 0.364
H -10.6044 0.3301 -0.0981 0.328
C 2.3446 5.6822 -3.5123 -1.090
C 1.1448 4.9639 -2.9154 0.452
C 0.1645 5.9491 -2.2978 -1.388
O 1.5815 4.0294 -1.9194 -0.545
H 2.8858 6.2355 -2.7395 0.324
H 3.0467 4.9694 -3.9457 0.163
H 2.0339 6.3830 -4.2882 0.378
H 0.6416 4.3821 -3.6892 0.261
H 0.6410 6.5087 -1.4884 0.356
H -0.6891 5.4235 -1.8667 0.336
H -0.2026 6.6585 -3.0398 0.389
H 2.0310 4.5278 -1.2265 0.292
C 7.2723 -1.1343 5.1130 -1.440
C 6.1579 -1.0776 4.0804 0.614
C 6.2503 0.1805 3.2304 -1.183
O 4.8880 -1.1196 4.7391 -0.541
H 7.2083 -0.2823 5.7950 0.350
H 7.1870 -2.0372 5.7181 0.361
H 8.2537 -1.1250 4.6376 0.365
H 6.2091 -1.9576 3.4374 0.223
H 6.1546 1.0736 3.8537 0.327
H 5.4395 0.2097 2.5001 0.238
H 7.2006 0.2300 2.6974 0.373
H 4.8301 -0.3457 5.3113 0.339
C 6.8864 2.2941 -5.3957 -1.287
C 6.3768 3.1169 -4.2229 0.368
C 6.5887 2.3888 -2.9042 -1.181
O 4.9884 3.4041 -4.4000 -0.459
H 6.3467 1.3450 -5.4631 0.341
H 6.7230 2.8245 -6.3341 0.327
H 7.9516 2.0808 -5.2972 0.391
H 6.8923 4.0773 -4.1977 0.277
H 6.0400 1.4423 -2.8956 0.237
H 6.2132 2.9868 -2.0724 0.289
H 7.6453 2.1784 -2.7332 0.418
H 4.5146 2.5650 -4.4251 0.265

***

Entry 5:
20
Properties=species:S:1:pos:R:3:mulliken_charge:R:1 method="wB97M-V/def2-TZVPD" de_lowest_kcal_mol=163.9 charge=+1 gap_ev="7.35 / 7.35" spin_multiplicity=1
C -1.0556 0.8440 -0.7900 -0.862
C -0.5412 -1.4802 -0.9376 -0.569
C -1.4434 -0.3979 -0.1649 0.660
C -1.3642 -0.4716 1.3377 -1.278
C 3.4144 0.8161 0.7702 -0.684
N 0.8149 -1.1705 -0.9105 -0.285
N 1.5099 -0.3913 -0.4146 1.290
N 2.5727 0.1447 -0.2175 -0.702
N -2.0505 1.5205 -1.2067 -0.051
H -0.6066 -2.5144 -0.4729 0.341
H -0.7902 -1.4557 -1.9796 0.279
H -2.5276 -0.6638 -0.3307 0.424
H -0.2903 -0.3396 1.7892 0.227
H -1.7536 -1.3647 1.7972 0.369
H -1.9919 0.3610 1.6526 0.365
H 3.8303 -0.0116 1.3859 0.314
H 4.2571 1.3600 0.2514 0.309
H 2.9843 1.6707 1.1606 0.355
H -2.9251 1.1966 -0.8943 0.234
H -2.0437 2.3478 -1.8255 0.266

***

Entry 6:
14
Properties=species:S:1:pos:R:3:mulliken_charge:R:1 method="wB97M-V/def2-TZVPD" de_lowest_kcal_mol=97.4 charge=+1 gap_ev=8.63 spin_multiplicity=1
C -1.8710 0.0297 0.3094 -0.303
C 2.1054 0.4461 0.7803 -0.885
C 0.6909 -0.9050 -0.6917 -0.219
N -3.0003 0.1290 -0.3580 -0.259
N 1.5010 0.0336 -0.5348 -0.029
H -1.8784 0.2788 1.2915 0.245
H 3.1742 0.5280 0.8045 0.374
H 1.8304 1.4609 0.9999 0.340
H 2.1927 -0.2826 1.5079 0.350
H 0.2360 -1.2419 -1.6861 0.316
H 0.4165 -1.5983 0.1695 0.312
H -3.8493 0.3810 0.0170 0.226
H 1.5303 0.7755 -1.2309 0.295
H -3.0783 -0.0349 -1.3786 0.238